# 1
C5H5F | ωB97M-V/def2-TZVPD

Each line ends with the Löwdin charge.
Element x y z (Å)
C  0.043  -0.302  -0.589  -0.32
C  -0.059  -0.778  -1.812  0.04
C  -0.513  0.643  1.287  -0.12
C  -0.090  -0.748  0.815  0.03
C  0.302  1.043  0.044  -0.12
F  1.540  1.523  0.192  0.06
H  0.113  -0.145  -2.663  0.06
H  -0.323  -1.802  -1.995  0.06
H  -1.572  0.851  1.160  0.10
H  -0.160  0.985  2.259  0.11
H  0.719  -1.270  1.300  0.10

- highest occupied orbital energy (alpha / beta) (eV) = -7.919 / -7.946
- electronic energy (eV) = -7978.99753
- energy above the lowest of the compared OMol25 structures with the same formula, charge and spin (eV) = 3.2459
- gap between HOMO and LUMO (alpha / beta) (eV) = 7.9 / 8.0

# 2
C5H5F | ωB97M-V/def2-TZVPD

Each line ends with the Löwdin charge.
Element x y z (Å)
C  -0.152  0.582  -0.135  -0.38
C  -1.364  1.043  0.433  0.02
C  -0.170  -0.717  -0.183  -0.05
C  -0.287  -2.016  -0.111  0.04
C  1.034  1.365  -0.021  -0.07
F  -2.444  0.440  0.076  0.07
H  -0.349  -2.481  0.830  0.04
H  -0.354  -2.776  -0.871  0.06
H  1.615  0.874  0.643  0.04
H  0.980  2.425  0.378  0.12
H  1.492  1.261  -1.038  0.11

- highest occupied orbital energy (alpha / beta) (eV) = -7.078 / -9.812
- electronic energy (eV) = -7976.79744
- multiplicity = 3
- energy above the lowest of the compared OMol25 structures with the same formula, charge and spin (eV) = 0.0000
- gap between HOMO and LUMO (alpha / beta) (eV) = 8.2 / 8.7

# 3
C5H5F2N | ωB97M-V/def2-TZVPD

Each line ends with the Löwdin charge.
Element x y z (Å)
C  -1.701  0.089  -0.125  -0.22
C  -0.977  0.428  1.174  0.02
C  -0.242  0.338  -0.087  -0.45
C  0.785  -0.665  -0.511  -0.07
C  2.114  -0.387  0.034  -0.20
H  -2.383  0.801  -0.632  0.17
H  -0.928  -0.383  1.883  0.12
H  -1.118  1.395  1.686  0.13
H  0.866  -0.711  -1.582  0.13
H  0.546  -1.691  -0.180  0.15
N  3.234  -0.311  0.354  0.15
F  -2.198  -1.171  -0.162  0.03
F  0.032  1.609  -0.568  0.05

- highest occupied orbital energy (eV) = -11.051
- electronic energy (eV) = -12189.43456
- energy above the lowest of the compared OMol25 structures with the same formula, charge and spin (eV) = 1.6722
- gap between HOMO and LUMO (eV) = 11.8

# 4
C5H5F2N | ωB97M-V/def2-TZVPD

Each line ends with the Löwdin charge.
Element x y z (Å)
C  -0.235  1.452  -0.222  -0.04
C  -0.537  0.824  0.920  0.01
C  0.346  -1.246  -0.377  -0.09
C  0.464  0.772  -1.383  -0.18
C  -0.244  -0.668  0.997  -0.54
N  0.879  -0.423  -1.467  0.03
F  -1.333  -1.421  1.193  0.09
F  0.621  -0.886  2.006  0.09
H  -0.528  2.480  -0.181  0.09
H  -0.909  1.328  1.907  0.16
H  1.124  -1.935  -0.120  0.11
H  -0.524  -1.671  -1.050  0.17
H  0.876  1.394  -2.223  0.11

- highest occupied orbital energy (alpha / beta) (eV) = -6.529 / -10.128
- electronic energy (eV) = -12185.59733
- multiplicity = 3
- energy above the lowest of the compared OMol25 structures with the same formula, charge and spin (eV) = 0.0000
- gap between HOMO and LUMO (alpha / beta) (eV) = 7.4 / 6.7